One molecule with the formula C2H6Cl3NSi. Source: the OMol25 dataset; level of theory: ωB97M-V with the def2-TZVPD basis set.

Structure (XYZ):
```
13
Properties=species:S:1:pos:R:3:forces:R:3
C 0.01818 -0.85594 0.85348 1.370 -0.927 -4.087
C -0.01501 0.36597 -0.06825 3.415 -0.725 0.091
N 1.25052 0.40838 -0.86924 -0.501 1.560 -2.831
Si 1.40270 1.26682 -2.51858 -0.147 -2.962 2.775
Cl 0.56669 3.07808 -2.50189 -0.255 0.569 0.162
Cl 3.39413 1.32710 -2.87565 0.091 0.072 -0.132
Cl 0.47389 0.24084 -4.07881 0.328 0.327 0.594
H 1.00372 -0.91218 1.27669 0.342 0.052 0.524
H -0.68718 -0.60697 1.51013 -2.752 0.113 3.293
H -0.18227 -1.81793 0.34378 -0.062 0.501 0.261
H -0.82361 0.57613 -0.70091 -1.494 -0.396 -0.757
H 0.04655 1.14795 0.64118 -0.125 1.394 0.589
H 1.97139 -0.22655 -0.53114 -0.210 0.421 -0.482
```
Forces are in eV/Å.

## Properties
- SMILES = CCN[Si](Cl)(Cl)Cl
- spin multiplicity = 1

=====

C34H39N10O4PSn as an isolated structure. Source: the OMol25 dataset; level of theory: ωB97M-V with the def2-TZVPD basis set.

Structure (XYZ):
```
89
Properties=species:S:1:pos:R:3:forces:R:3
Sn -0.01653 0.49032 0.91551 0.093 -0.137 0.885
O 5.19658 3.83206 5.96681 0.815 0.061 0.178
C 4.22573 4.54102 6.29249 -0.588 -1.122 -0.749
O 4.06631 5.55361 6.92833 -0.212 0.900 0.584
C 3.11204 3.72922 5.57394 0.398 -0.424 -0.327
C 2.66806 2.49762 6.10233 -0.212 0.326 -0.057
C 2.10927 1.56290 5.27575 -0.139 0.151 0.285
N 1.91796 1.81066 3.97240 0.076 0.229 -0.171
C 2.26324 2.99316 3.43249 0.107 0.511 0.038
C 2.86935 3.95374 4.20506 -0.335 0.022 0.248
C 1.92601 3.23545 1.96433 0.267 0.116 0.009
O 2.38524 4.20752 1.40003 0.243 0.282 0.116
O 1.14325 2.37207 1.44818 -0.402 -0.841 -0.207
H 2.77713 2.28788 7.15500 0.117 -0.084 0.046
H 1.76773 0.60161 5.62947 0.002 -0.131 -0.016
H 3.14866 4.89156 3.74898 0.037 -0.033 -0.122
N -2.77622 1.14868 -2.38735 0.181 -0.015 -0.504
P -2.27671 -0.02300 -1.22256 -0.457 -0.768 -0.377
C -2.44919 -1.50850 -2.29797 0.037 0.212 0.275
C -1.23006 -2.00242 -2.75835 -0.006 0.034 0.033
C -1.17736 -3.15521 -3.51985 0.048 -0.138 -0.088
C -2.35066 -3.83159 -3.81908 0.073 -0.064 -0.013
C -3.56773 -3.34297 -3.36725 -0.125 -0.121 -0.009
C -3.62201 -2.18545 -2.60653 -0.001 -0.039 -0.069
C -3.77109 -0.09074 -0.16997 0.061 -0.053 -0.056
C -3.61377 -0.49289 1.15339 0.097 -0.100 -0.088
C -4.68998 -0.49077 2.02328 -0.108 -0.005 0.131
C -5.93558 -0.07519 1.58228 0.003 -0.031 0.052
C -6.09506 0.34150 0.27042 -0.119 0.035 -0.043
C -5.02063 0.34009 -0.60127 0.034 -0.080 0.010
C -2.47115 2.40353 -1.91531 -0.053 0.600 0.156
C -2.43013 3.57199 -2.67515 -0.025 -0.028 -0.020
C -2.12184 4.75031 -2.02338 0.072 -0.190 0.112
C -1.87458 4.73198 -0.65469 -0.050 0.115 0.009
C -1.96502 3.52439 0.01355 0.087 0.423 0.003
N -2.24398 2.38577 -0.60182 -0.174 0.214 -0.211
H -2.69467 0.97788 -3.38067 -0.034 -0.075 0.198
H -0.32716 -1.46929 -2.48643 0.108 -0.029 -0.005
H -0.22449 -3.53762 -3.86216 0.015 -0.015 -0.036
H -2.31126 -4.74785 -4.39304 -0.039 -0.008 -0.039
H -4.47751 -3.87981 -3.59735 -0.064 -0.013 -0.029
H -4.57196 -1.81033 -2.25106 -0.058 -0.021 0.051
H -2.63871 -0.80658 1.50764 -0.016 -0.018 0.027
H -4.55492 -0.79573 3.05131 0.017 -0.035 0.064
H -6.77732 -0.06927 2.26004 -0.042 0.017 0.039
H -7.06162 0.67951 -0.07350 -0.094 0.021 -0.027
H -5.14666 0.68469 -1.61844 0.010 0.052 -0.050
H -2.63433 3.54681 -3.73534 -0.013 -0.005 -0.082
H -2.06420 5.67801 -2.57511 -0.009 0.034 -0.034
H -1.61931 5.63755 -0.12693 0.005 0.010 0.078
H -1.81409 3.46356 1.08270 0.121 0.021 0.071
C -2.02097 -4.35548 0.71539 -0.043 0.120 -0.095
N -0.78454 -4.20722 1.44942 0.078 0.151 0.176
C -0.08597 -5.45628 1.65127 0.090 -0.098 0.088
C -0.17335 -2.97012 1.48922 -0.531 -0.264 -0.391
N -0.54337 -1.97922 0.75889 0.114 0.526 -0.180
N 0.82955 -2.83426 2.39434 0.594 -0.267 0.514
C 1.40372 -1.60892 2.86596 -0.015 -0.423 -0.056
N 2.38273 -1.92434 3.80890 0.145 -0.240 0.264
N 1.06670 -0.44872 2.58682 -0.221 0.899 -0.745
H -2.53762 -5.23317 1.10413 -0.039 0.041 -0.028
H -1.86100 -4.49998 -0.36070 -0.029 0.056 -0.021
H -2.65190 -3.48139 0.87720 -0.079 -0.083 -0.063
H -0.69200 -6.11275 2.27915 0.085 -0.048 -0.014
H 0.87782 -5.31230 2.13136 0.013 -0.041 -0.035
H 0.08926 -5.95639 0.69183 0.030 -0.020 0.040
H -1.23266 -2.22516 0.06100 0.054 -0.197 -0.014
H 0.95682 -3.60773 3.03146 -0.118 0.183 -0.085
H 2.94041 -2.74554 3.62498 0.025 0.050 0.018
H 2.93535 -1.12379 4.07645 -0.002 -0.046 -0.062
H 1.54656 1.04980 3.35755 0.075 -0.094 0.111
N 1.35276 0.05191 -1.26793 -0.530 -0.005 0.399
C 2.40856 0.15395 -1.72428 -0.250 -0.125 0.290
N 3.61044 0.21060 -2.20924 0.514 -0.027 0.014
C 4.08563 -0.89989 -3.01363 0.059 -0.566 -0.381
C 3.56707 -0.77162 -4.45781 -0.044 0.091 0.094
C 3.29604 0.70333 -4.78758 0.159 -0.011 -0.026
C 4.33145 1.59920 -4.10888 -0.186 -0.075 -0.005
C 4.18681 1.49669 -2.57836 0.350 0.615 -0.093
H 3.76646 -1.83964 -2.55874 0.108 0.100 0.017
H 5.17798 -0.86136 -2.98631 -0.096 -0.030 0.049
H 2.64681 -1.34589 -4.58125 0.049 -0.050 -0.012
H 4.30979 -1.18497 -5.14132 -0.003 -0.034 -0.018
H 2.30113 0.98163 -4.43244 -0.057 0.024 -0.092
H 3.32018 0.84851 -5.86793 -0.111 0.041 0.035
H 4.20219 2.63656 -4.41901 0.096 -0.023 0.039
H 5.32793 1.27974 -4.41906 0.068 0.075 0.008
H 3.53989 2.28207 -2.18529 0.063 -0.037 -0.005
H 5.16427 1.58070 -2.09076 -0.165 0.071 -0.007
```
Forces are in eV/Å.

## Properties
- spin multiplicity = 1

=====

An isolated ion of composition C6H13N2O and charge +1. Source: the OMol25 dataset; level of theory: ωB97M-V with the def2-TZVPD basis set.

Structure (XYZ):
```
22
Properties=species:S:1:pos:R:3:forces:R:3
C 1.66469 -1.52067 -0.40586 0.075 -0.732 -0.705
C 2.77806 -0.46975 -0.18206 0.480 -0.867 0.233
C 0.07513 -0.09088 0.73191 -0.817 0.751 -1.900
C -2.21299 -0.16573 0.34538 -0.767 -1.221 0.168
C -0.97957 2.04617 -0.02607 0.944 0.290 0.751
C -0.94959 0.48793 -0.19969 1.067 1.445 0.294
N 0.59738 -1.29655 0.55962 0.080 0.791 -0.195
N 2.07819 0.71950 0.08350 -2.283 2.264 1.188
O 2.52696 1.81629 0.11739 0.636 -0.796 -0.321
H 1.29390 -1.56925 -1.46272 0.434 0.075 1.027
H 2.07276 -2.46441 -0.06008 0.051 -0.374 -0.825
H 3.41890 -0.70295 0.70335 -0.450 0.088 -0.581
H 3.39712 -0.31964 -1.04459 0.521 -0.088 -0.478
H -0.10412 0.39937 1.67437 0.456 -0.634 0.937
H -2.61184 0.23246 1.28533 0.650 0.127 0.072
H -2.08498 -1.27873 0.48426 -0.392 1.129 -0.440
H -3.01125 0.06682 -0.35261 -0.136 -0.377 -0.296
H 0.11437 2.44713 0.11428 -2.204 -0.587 -0.210
H -1.63593 2.34989 0.88172 1.157 -0.363 -1.666
H -1.35716 2.45285 -0.98030 -0.040 0.185 0.750
H -0.81865 0.27486 -1.26899 0.146 -0.380 0.408
H 0.81448 -1.76995 1.38292 0.388 -0.726 1.788
```
Forces are in eV/Å.

## Properties
- SMILES = CC(C)/C=[NH+]\CCN=O
- spin multiplicity = 1
- charge = +1

=====

Computed energy above the lowest of the compared OMol25 structures with the same formula, charge and spin, in the same sequence as the records: 0.0000, 1.9901, 4.8479 eV.
Computed LUMO energy, in the same sequence as the records: 0.564, -0.105, -5.081 eV.